[1]
C13H26EuNO4P2 | ωB97M-V/def2-TZVPD

Last column: Mulliken spin population.
Atoms and positions in Å:
Eu: 1.139 -1.230 -0.201  6.02
P: -1.151 -1.299 -2.139  0.04
C: -0.366 0.340 -2.465  0.07
C: -0.572 1.423 -1.412  -0.05
N: -0.181 1.188 -0.135  0.00
C: -0.382 2.168 0.777  0.01
C: -0.871 3.425 0.433  0.00
C: -1.233 3.676 -0.875  0.01
C: -1.093 2.658 -1.808  -0.01
C: -0.048 1.936 2.246  -0.04
P: 0.719 0.330 2.561  0.20
H: -1.348 2.800 -2.857  0.00
H: -0.988 4.175 1.217  0.00
H: -1.631 4.643 -1.170  0.00
H: 0.651 2.725 2.575  0.00
H: -0.960 2.001 2.863  0.00
H: 0.744 0.182 -2.600  -0.01
H: -0.772 0.672 -3.434  0.00
H: 3.441 -0.624 -1.614  0.05
O: 2.626 -0.219 -2.021  -0.01
H: 2.870 0.265 -2.830  0.00
H: 3.778 -2.566 -0.264  0.28
O: 3.768 -1.592 -0.214  -0.44
H: 4.527 -1.343 0.346  0.10
C: 2.314 0.425 1.714  0.00
H: 2.872 1.241 2.191  -0.03
H: 2.914 -0.492 1.843  0.01
H: 2.267 0.750 0.651  0.02
C: 1.040 -0.015 4.293  0.10
H: 1.641 -0.931 4.360  0.00
H: 1.595 0.801 4.771  0.00
H: 0.104 -0.178 4.840  0.00
C: -2.910 -0.805 -2.041  0.00
H: -3.250 -0.353 -2.985  0.00
H: -3.498 -1.712 -1.839  0.00
H: -3.057 -0.094 -1.218  0.00
C: -1.133 -1.998 -3.831  0.00
H: -1.291 -3.079 -3.735  0.00
H: -1.926 -1.576 -4.464  0.00
H: -0.154 -1.820 -4.292  0.00
C: -1.605 -2.976 1.604  -0.01
O: -0.486 -2.026 1.574  0.03
C: -0.720 -0.815 2.219  0.43
O: -1.843 -0.489 2.572  0.21
H: -1.583 -3.472 0.632  0.00
H: -2.550 -2.447 1.738  0.01
H: -1.408 -3.676 2.424  0.00

Output
Multiplicity: 8
LUMO (alpha / beta), eV: -2.60 / -2.65
Charge: +1
M, g mol⁻¹: 474.27
<S²>: 15.762

***

[2]
C20H14BrF6N3O4PdS2Se | ωB97M-V/def2-TZVPD

Last column: Mulliken spin population.
Atoms and positions in Å:
Pd: -0.783 -0.114 -0.370  1.33
Br: 1.998 1.824 6.298  0.21
C: 1.691 1.597 4.531  0.23
C: 2.510 2.285 3.587  0.06
C: 2.287 2.107 2.261  0.04
C: 1.239 1.242 1.817  0.20
C: 0.440 0.551 2.773  0.02
C: 0.649 0.730 4.103  0.04
N: 0.991 0.998 0.487  0.08
C: 1.339 1.842 -0.438  0.07
C: 1.180 1.476 -1.828  0.02
C: 1.704 2.266 -2.833  0.04
C: 1.593 1.820 -4.151  -0.02
C: 0.964 0.620 -4.390  0.05
C: 0.433 -0.109 -3.316  0.00
N: 0.543 0.304 -2.071  0.12
H: 3.298 2.936 3.940  0.00
H: 2.923 2.610 1.546  0.00
H: -0.359 -0.088 2.425  0.03
H: 0.038 0.225 4.838  0.00
H: 1.736 2.828 -0.209  -0.01
H: 2.192 3.203 -2.595  0.00
H: 1.993 2.409 -4.965  0.00
H: 0.852 0.237 -5.395  0.00
H: -0.103 -1.035 -3.479  0.00
F: -4.247 -0.706 -3.856  0.00
C: -4.758 -0.067 -2.815  0.00
F: -5.635 -0.830 -2.192  0.00
F: -5.305 1.071 -3.190  0.00
S: -3.329 0.286 -1.700  0.00
O: -2.833 -1.018 -1.215  0.07
O: -2.362 0.991 -2.504  0.00
N: -3.931 1.142 -0.512  0.00
S: -2.879 1.437 0.614  -0.01
O: -2.438 0.240 1.356  0.05
O: -1.720 2.207 0.164  0.01
C: -3.819 2.531 1.762  0.00
F: -2.944 2.931 2.680  0.00
F: -4.287 3.563 1.097  0.00
F: -4.794 1.851 2.328  0.00
Se: -0.823 -2.630 0.152  1.09
C: 0.838 -3.410 0.307  0.04
C: 2.025 -2.658 0.351  0.03
C: 3.230 -3.305 0.513  -0.04
C: 3.262 -4.697 0.612  0.14
C: 2.092 -5.447 0.549  -0.04
C: 0.873 -4.813 0.404  0.10
H: 1.984 -1.580 0.250  0.02
H: 4.152 -2.740 0.556  0.00
H: 4.212 -5.200 0.739  0.00
H: 2.134 -6.525 0.618  0.00
H: -0.044 -5.386 0.365  0.00

Output
Multiplicity: 5
LUMO (alpha / beta), eV: -7.76 / -10.13
Charge: +2
M, g mol⁻¹: 803.76
<S²>: 6.056

***

[3]
C28H48Br2F3IN2O5 | ωB97M-V/def2-TZVPD

Last column: Löwdin charge in e.
Atoms and positions in Å:
C: -1.957 -6.514 -2.767  0.01
C: -2.952 -5.498 -2.011  -0.41
O: -2.743 -5.056 -0.861  0.05
O: -4.144 -5.146 -2.723  -0.08
C: -3.767 -4.168 -3.758  -0.17
C: -3.182 -2.814 -3.129  -0.16
C: -1.560 -2.689 -3.264  -0.17
C: -1.248 -1.244 -3.888  -0.20
C: 0.111 -0.564 -3.381  -0.16
C: 0.249 -0.441 -1.796  -0.12
N: -0.906 0.226 -1.107  -0.04
C: -1.142 -0.376 0.278  -0.23
C: 0.189 -0.496 1.150  -0.11
C: -0.271 -1.173 2.558  -0.70
O: -0.059 -0.668 3.690  -0.03
I: -1.401 -3.078 2.555  0.81
C: -2.159 0.561 1.143  -0.10
O: -3.019 1.360 0.303  -0.12
C: -2.268 2.240 -0.571  -0.24
C: -3.147 2.455 -1.887  -0.11
C: -4.723 2.678 -1.592  -0.17
C: -5.659 1.568 -2.254  -0.66
F: -5.333 0.226 -1.879  -0.05
Br: -7.493 1.893 -1.481  0.68
C: -5.835 1.739 -3.871  -0.70
F: -5.649 0.503 -4.568  -0.03
F: -4.999 2.746 -4.413  -0.02
Br: -7.709 2.299 -4.336  0.68
C: -0.761 1.701 -0.886  -0.22
C: -0.235 2.534 -2.147  -0.04
H: -1.846 -7.452 -2.135  0.10
H: -2.374 -6.775 -3.797  0.09
H: -0.945 -6.014 -2.904  0.09
H: -4.761 -3.911 -4.281  0.14
H: -3.090 -4.637 -4.560  0.12
H: -3.686 -1.946 -3.699  0.11
H: -3.526 -2.692 -2.037  0.13
H: -1.026 -2.887 -2.280  0.10
H: -1.277 -3.457 -4.078  0.12
H: -1.268 -1.304 -5.035  0.13
H: -2.100 -0.507 -3.616  0.09
H: 0.971 -1.250 -3.733  0.14
H: 0.247 0.421 -3.948  0.11
H: 0.331 -1.520 -1.395  0.13
H: 1.223 0.072 -1.455  0.16
H: -1.819 0.097 -1.599  0.17
H: -1.663 -1.376 0.116  0.12
H: 0.635 0.525 1.442  0.14
H: 0.985 -1.193 0.730  0.13
H: -1.490 1.301 1.729  0.15
H: -2.705 -0.048 1.937  0.14
H: -2.175 3.272 -0.059  0.18
H: -3.096 1.507 -2.551  0.11
H: -2.813 3.314 -2.553  0.12
H: -4.957 2.803 -0.474  0.12
H: -5.021 3.678 -2.084  0.13
H: -0.113 1.991 0.004  0.17
H: -0.510 3.630 -1.993  0.11
H: 0.916 2.491 -2.208  0.11
H: -0.729 2.175 -3.120  0.09
C: 6.449 -0.179 3.812  -0.05
C: 5.016 0.045 3.288  -0.52
C: 4.005 -0.181 4.430  -0.16
C: 3.992 0.897 5.512  -0.19
C: 4.427 2.272 5.007  -0.16
C: 4.262 2.481 3.487  -0.53
N: 5.006 1.429 2.793  -0.23
O: 4.942 1.537 1.408  -0.33
C: 4.912 3.842 3.162  -0.06
C: 2.767 2.570 3.139  -0.06
C: 4.729 -1.060 2.249  -0.07
H: 7.182 -0.062 3.010  0.08
H: 6.572 -1.190 4.224  0.07
H: 6.712 0.529 4.601  0.07
H: 2.995 -0.254 4.010  0.09
H: 4.183 -1.153 4.910  0.11
H: 2.983 0.959 5.935  0.10
H: 4.644 0.600 6.340  0.10
H: 3.885 3.046 5.563  0.11
H: 5.480 2.413 5.274  0.11
H: 5.989 3.816 3.350  0.08
H: 4.488 4.638 3.787  0.07
H: 4.758 4.132 2.119  0.07
H: 2.291 3.389 3.693  0.07
H: 2.214 1.657 3.382  0.05
H: 2.611 2.777 2.076  0.05
H: 4.814 -2.052 2.707  0.07
H: 5.437 -1.037 1.417  0.07
H: 3.716 -0.974 1.842  0.05

Output
LUMO, eV: -1.07
M, g mol⁻¹: 836.41

***

[4]
C11H12NO2 | ωB97M-V/def2-TZVPD

Last column: Löwdin charge in e.
Atoms and positions in Å:
C: -2.040 0.114 -2.671  -0.09
C: -1.218 -1.121 -0.471  -0.11
C: 0.904 -0.498 -0.547  -0.30
C: -1.107 -0.331 -1.618  -0.26
C: 0.283 0.097 -1.684  -0.16
C: 2.271 -0.314 -0.257  -0.05
C: 2.999 0.522 -1.100  -0.15
C: 1.081 0.867 -2.535  -0.07
C: 2.408 1.188 -2.200  -0.13
N: -0.017 -1.131 0.196  -0.01
H: -0.519 -1.347 1.645  0.06
H: -2.124 -1.606 -0.200  0.10
H: 2.782 -0.733 0.597  0.09
H: -2.200 -0.732 -3.361  0.07
H: -1.628 0.969 -3.285  0.07
H: 4.080 0.517 -0.964  0.08
H: 0.606 1.367 -3.350  0.07
H: 2.954 1.835 -2.877  0.07
H: -2.987 0.530 -2.343  0.06
C: -0.445 1.125 2.286  -0.01
C: -1.241 -0.002 3.014  -0.62
O: -0.870 -1.187 2.626  0.03
O: -1.867 0.244 4.022  0.03
H: -0.559 1.981 2.976  0.07
H: -0.820 1.581 1.383  0.06
H: 0.582 0.815 2.094  0.07

Output
LUMO, eV: 3.59
Charge: -1
M, g mol⁻¹: 190.22

***

[5]
C6H10O | ωB97M-V/def2-TZVPD

Last column: Löwdin charge in e.
Atoms and positions in Å:
C: -1.760 -0.099 -1.133  -0.10
O: -0.808 -0.821 -0.376  -0.14
C: 0.326 -0.193 0.255  -0.59
C: 1.570 -0.916 -0.276  -0.02
C: 0.183 -0.416 1.767  -0.02
C: 0.372 1.244 -0.072  -0.07
C: 0.189 2.366 -0.473  0.13
H: -1.816 -0.513 -2.147  0.09
H: -2.750 -0.183 -0.667  0.09
H: -1.519 0.962 -1.219  0.05
H: 1.407 -1.994 -0.183  0.09
H: 2.469 -0.647 0.290  0.09
H: 1.737 -0.674 -1.330  0.09
H: 1.102 -0.161 2.305  0.09
H: -0.037 -1.475 1.934  0.09
H: -0.636 0.182 2.177  0.09
H: -0.030 3.339 -0.853  0.04

Output
LUMO, eV: 0.99
M, g mol⁻¹: 98.14
SMILES: C#CC(C)(C)OC